No. 1
ORCA calculation (the ωB97M-V functional and the def2-TZVPD basis) on a 8-piece molecular cluster, C36H64F17N9O8PS9 overall in a non-equilibrium geometry.

Geometry (Å):
1 S -0.619 -1.759 -7.412
2 S 5.281 -8.610 -3.295
3 S -1.099 5.181 -4.039
4 S 1.839 5.243 -3.134
5 S 4.195 -4.975 0.410
6 S -0.161 -5.354 3.301
7 S 0.638 -1.041 6.062
8 S -7.953 5.844 -0.956
9 S -1.895 8.791 1.996
10 P 4.577 -1.087 3.157
11 F -6.134 0.207 1.420
12 F -4.803 1.849 2.223
13 F -7.243 1.831 -0.341
14 F -1.852 -1.204 -3.664
15 F -4.823 -1.967 -0.167
16 F 0.203 -2.028 -2.763
17 F -3.353 1.956 -0.089
18 F -2.631 -3.150 -1.926
19 F -4.114 -1.703 -2.602
20 F -5.698 3.449 0.016
21 F -4.819 0.664 -1.140
22 F -0.401 -2.032 -0.635
23 F -2.199 0.414 -2.254
24 F -2.896 -2.676 0.558
25 F -3.522 -0.600 1.846
26 F -1.941 0.098 0.530
27 F -7.043 2.795 1.598
28 O 4.939 -3.877 1.111
29 O -7.282 6.922 -1.731
30 O 1.666 -1.006 7.137
31 O 2.724 -1.437 0.748
32 O 0.865 -5.303 4.381
33 O 0.139 -0.721 -6.652
34 O 4.370 -8.418 -2.126
35 O -0.721 8.507 1.122
36 N 4.290 -0.076 1.714
37 N 4.457 1.599 0.235
38 N 5.748 -0.579 4.083
39 N 2.898 0.757 -1.467
40 N -0.883 5.485 0.674
41 N 3.463 -0.288 0.650
42 N 5.156 2.972 3.086
43 N 0.714 -1.294 2.203
44 N -0.413 4.964 -1.500
45 C 4.489 -9.784 -4.407
46 C -1.281 4.149 0.483
47 C 2.414 3.756 -4.032
48 C 6.606 -9.713 -2.771
49 C -8.865 6.630 0.386
50 C -4.188 0.866 0.068
51 C 3.624 -6.127 1.671
52 C -0.397 5.937 -0.485
53 C -1.034 -3.779 3.315
54 C 5.923 1.995 2.260
55 C -5.316 1.264 1.089
56 C -6.324 2.361 0.500
57 C -3.461 -1.703 -0.235
58 C 5.417 -6.076 -0.312
59 C -1.897 -0.936 -2.306
60 C 0.465 -0.008 -1.553
61 C -1.540 -6.340 3.913
62 C -3.303 7.893 1.321
63 C -0.436 -1.261 -1.781
64 C 3.229 1.960 -2.306
65 C 1.580 -1.147 1.475
66 C -2.496 10.435 1.566
67 C -9.407 5.332 -1.891
68 C -1.245 -2.955 -6.215
69 C -0.976 3.847 -0.887
70 C 2.068 2.398 -3.262
71 C 0.587 -2.867 -8.163
72 C -0.201 0.555 6.064
73 C 0.044 5.113 -2.875
74 C 4.908 1.143 1.450
75 C -0.763 -1.986 6.685
76 C 1.983 -0.269 -1.972
77 C -3.051 -1.838 -1.741
78 C 4.701 2.404 4.384
79 C -3.255 -0.337 0.508
80 C 3.543 0.708 -0.316
81 H -3.415 8.120 0.259
82 H -0.452 -3.024 6.800
83 H -0.336 -3.003 2.999
84 H -0.430 -3.307 -5.581
85 H 3.601 -9.314 -4.827
86 H -1.078 -1.590 7.651
87 H -9.504 7.419 -0.012
88 H -9.467 5.882 0.903
89 H -0.036 6.981 -0.618
90 H 7.215 -9.193 -2.032
91 H -10.011 6.204 -2.144
92 H -1.997 -2.466 -5.600
93 H 4.290 3.123 2.550
94 H 6.674 1.405 2.830
95 H -1.042 0.525 5.370
96 H 5.312 -0.428 5.003
97 H 3.532 3.813 -4.105
98 H -9.072 4.844 -2.806
99 H -8.147 7.061 1.082
100 H 1.969 -0.285 -3.095
101 H 6.140 -6.379 0.447
102 H -3.427 10.633 2.099
103 H -9.991 4.627 -1.297
104 H -2.658 10.501 0.489
105 H 3.896 1.626 4.229
106 H -1.736 3.441 1.198
107 H 6.184 -10.614 -2.325
108 H 3.512 2.845 -1.690
109 H -1.865 -5.961 4.883
110 H -1.700 -3.794 -6.743
111 H 4.460 -6.426 2.305
112 H -1.392 -3.559 4.321
113 H 1.133 -2.314 -8.927
114 H 5.933 -5.543 -1.111
115 H 1.980 3.647 -5.058
116 H 0.070 -3.708 -8.626
117 H 1.285 -3.225 -7.405
118 H 7.224 -9.972 -3.631
119 H -2.362 -6.300 3.197
120 H -1.872 -3.820 2.619
121 H 1.194 2.668 -2.599
122 H 3.184 -7.001 1.189
123 H 4.917 -6.953 -0.729
124 H -1.745 11.165 1.865
125 H -1.145 2.853 -1.364
126 H 5.602 1.978 4.889
127 H 4.201 -10.680 -3.857
128 H 6.504 2.617 1.523
129 H 0.376 0.258 -0.461
130 H -4.207 8.175 1.863
131 H 4.955 -2.380 2.668
132 H -0.552 0.788 7.070
133 H -1.586 -1.932 5.970
134 H 4.225 3.232 4.968
135 H 2.868 -5.629 2.279
136 H 2.290 -1.313 -1.689
137 H 4.106 1.665 -2.935
138 H 0.152 0.903 -2.113
139 H 5.178 -10.041 -5.213
140 H -1.204 -7.371 4.021
141 H 1.730 1.625 -3.991
142 H 0.508 1.317 5.741
143 H -3.122 6.827 1.447
144 H 3.343 -1.210 3.859

Results
- net charge = +1
- largest force on an atom (eV/Å) = 4.2
- calculated total energy (eV) = -221144.370
- E_HOMO (eV) = -10.0

No. 2
ORCA calculation (the ωB97M-V functional and the def2-TZVPD basis) on C36H65AsN3O6SSi4Sn as an isolated structure in a non-equilibrium geometry.

Geometry (Å):
1 Sn -0.996 1.033 -0.668
2 As -1.882 3.045 -1.926
3 S -1.885 -1.240 -0.597
4 Si -2.518 4.817 0.047
5 Si -4.052 2.546 -3.233
6 Si 0.139 3.385 -3.509
7 Si -0.047 -4.665 0.870
8 O 1.881 -0.170 -1.523
9 O 1.357 -4.636 0.189
10 O -4.018 -1.246 -1.917
11 O -1.290 -5.144 0.055
12 O -0.232 -4.100 2.314
13 O 0.369 2.580 1.715
14 N -3.170 -0.521 -1.534
15 N 0.871 1.110 0.079
16 N 3.049 0.880 0.214
17 C -3.444 6.066 -0.944
18 C 3.359 1.841 5.015
19 C -3.558 3.744 1.129
20 C 1.201 1.945 1.109
21 C 2.738 1.880 1.261
22 C 3.392 3.223 0.934
23 C -3.016 -6.267 -1.148
24 C 3.214 -0.430 4.251
25 C 2.716 4.431 1.074
26 C -2.488 -3.530 3.022
27 C 4.650 5.629 0.285
28 C 3.361 0.480 5.289
29 C 4.712 3.232 0.493
30 C 3.039 0.021 2.950
31 C 2.780 -4.530 0.602
32 C -0.539 4.871 -4.376
33 C -1.459 -5.742 3.621
34 C -1.092 -5.207 -2.369
35 C -3.682 1.247 -4.487
36 C 3.027 1.384 2.677
37 C 1.583 3.709 -2.408
38 C -0.557 -3.624 4.627
39 C -5.254 2.112 -1.900
40 C -0.718 -7.270 -0.983
41 C 3.341 5.627 0.744
42 C 3.044 -5.600 1.645
43 C -4.325 4.223 -3.958
44 C -1.527 -5.996 -1.150
45 C 3.579 -4.764 -0.664
46 C 2.997 -3.135 1.156
47 C -0.859 5.302 0.656
48 C 1.985 0.511 -0.520
49 C 0.233 1.821 -4.480
50 C 3.188 2.294 3.715
51 C -1.218 -4.257 3.420
52 C 5.337 4.427 0.175
53 H 5.140 6.560 0.033
54 H -0.159 5.503 -0.156
55 H -3.113 6.121 -1.981
56 H -4.516 5.860 -0.928
57 H -4.508 3.497 0.658
58 H 3.483 0.130 6.305
59 H -0.948 5.602 -3.676
60 H -5.220 4.182 -4.588
61 H 2.807 6.562 0.859
62 H -3.314 -6.779 -0.233
63 H -0.988 -7.776 -0.054
64 H -1.215 -3.714 5.492
65 H -2.299 -2.461 2.902
66 H -3.340 0.315 -4.040
67 H -1.313 4.601 -5.095
68 H -0.944 6.213 1.258
69 H -3.271 -6.903 -1.995
70 H -0.359 -2.567 4.449
71 H -2.888 -3.933 2.089
72 H -3.238 -3.660 3.801
73 H -3.295 7.054 -0.499
74 H -4.502 4.978 -3.195
75 H 2.446 -5.422 2.543
76 H 2.811 -2.389 0.378
77 H -4.933 1.252 -1.317
78 H -0.520 -6.259 3.828
79 H 3.366 -3.991 -1.402
80 H -0.724 1.538 -4.920
81 H 1.413 4.533 -1.714
82 H 3.493 2.554 5.817
83 H -0.922 -7.949 -1.809
84 H -3.783 4.292 2.051
85 H -2.955 1.584 -5.226
86 H -3.499 4.550 -4.589
87 H -3.054 2.819 1.413
88 H 1.857 2.822 -1.835
89 H 4.096 -5.593 1.926
90 H 3.991 0.638 -0.048
91 H -6.212 1.852 -2.363
92 H 0.945 1.963 -5.300
93 H 2.931 -0.692 2.144
94 H 4.029 -3.037 1.495
95 H -1.924 -6.181 2.734
96 H 3.196 3.357 3.514
97 H 1.711 4.445 1.475
98 H -3.577 -5.336 -1.233
99 H -1.204 -5.826 -3.258
100 H -0.446 4.519 1.293
101 H 2.332 -2.951 2.003
102 H 6.370 4.422 -0.148
103 H 2.446 3.970 -3.029
104 H -1.709 -4.315 -2.492
105 H 3.341 -5.738 -1.092
106 H 3.237 -1.493 4.456
107 H -0.043 -4.911 -2.286
108 H -5.430 2.956 -1.235
109 H 5.286 2.315 0.431
110 H 0.382 -4.127 4.858
111 H 0.604 0.994 -3.868
112 H 4.643 -4.743 -0.431
113 H -2.125 -5.899 4.468
114 H -4.613 1.026 -5.021
115 H 2.807 -6.588 1.247
116 H 0.353 -7.050 -0.976
117 H 0.268 5.359 -4.931

Results
- energy relative to the best compared isomer or geometry (same formula, charge and spin) (kJ/mol) = 0.0
- net charge = +3
- largest force on an atom (eV/Å) = 1.6
- calculated total energy (eV) = -164140.096
- E_HOMO (eV) = -15.2

No. 3
ORCA calculation (the ωB97M-V functional and the def2-TZVPD basis) on C36H66AsF6N12 as an isolated structure in a non-equilibrium geometry.

Geometry (Å):
1 As -0.055 0.644 0.409
2 F 1.501 0.788 -0.325
3 F -0.749 0.464 -1.194
4 F 0.156 -1.202 0.428
5 F -0.217 2.338 0.370
6 F -1.638 0.469 1.068
7 F 0.673 0.706 2.060
8 N 3.748 5.400 -2.608
9 N 4.237 -1.435 3.946
10 N -2.809 3.869 5.180
11 N 6.396 -1.574 4.345
12 N 1.530 -2.490 -3.280
13 N -5.795 -1.724 2.159
14 N 3.598 4.581 -0.640
15 N -1.274 3.002 6.441
16 N -3.446 -3.227 -6.436
17 N -4.112 -1.647 3.484
18 N -3.485 -5.396 -6.720
19 N 1.677 -0.710 -4.535
20 C -2.940 -1.582 -4.633
21 C -3.233 3.276 2.771
22 C -0.135 -3.950 -2.079
23 C -3.998 -4.410 -5.982
24 C 2.039 -1.748 -5.336
25 C 5.791 -1.491 5.586
26 C -2.627 -4.864 -7.702
27 C -1.667 3.187 5.209
28 C 8.416 -0.720 3.415
29 C -3.848 -6.836 -6.565
30 C 2.994 -1.344 3.250
31 C -7.428 0.032 1.313
32 C 4.444 5.938 -3.839
33 C -2.810 -1.277 3.957
34 C 4.409 -1.435 5.360
35 C 4.966 4.806 -4.685
36 C -3.194 4.165 6.442
37 C -3.721 -1.862 -5.947
38 C 5.440 -1.539 3.406
39 C 1.294 -3.298 -2.080
40 C 1.976 -2.884 -4.499
41 C -6.679 -1.264 1.074
42 C -6.088 -2.516 3.198
43 C -4.590 -1.200 2.331
44 C 2.514 4.905 -2.498
45 C -3.635 4.148 3.978
46 C -2.628 -3.498 -7.442
47 C -0.132 2.248 6.879
48 C 4.406 5.215 -1.479
49 C 1.671 0.708 -4.860
50 C 2.403 4.400 -1.277
51 C 1.328 -1.148 -3.323
52 C 7.818 -1.938 4.059
53 C 3.887 4.357 0.757
54 C -2.228 3.695 7.257
55 C -4.999 -2.553 4.008
56 H 0.748 2.885 6.808
57 H 8.329 -2.222 4.946
58 H 2.171 -3.923 -4.749
59 H 2.386 -1.546 -6.351
60 H -0.208 -4.625 -2.947
61 H -4.760 -2.978 4.945
62 H 0.949 -0.597 -2.478
63 H 1.854 4.935 -3.334
64 H -0.255 -4.505 -1.138
65 H -2.079 -5.576 -8.332
66 H -8.084 0.101 2.224
67 H 2.647 0.997 -5.223
68 H 2.039 -4.120 -2.120
69 H 3.124 -1.458 2.186
70 H -2.268 -0.782 3.205
71 H -2.211 -2.768 -8.079
72 H -4.708 3.838 4.241
73 H 5.649 -1.669 2.351
74 H -8.134 0.259 0.524
75 H -3.104 -0.518 -4.467
76 H 5.725 4.241 -4.126
77 H 9.407 -0.941 3.084
78 H -3.882 3.476 1.905
79 H 4.119 4.136 -4.952
80 H -3.381 -2.172 -3.827
81 H 5.395 5.261 -5.544
82 H -6.058 -1.153 0.170
83 H -1.267 2.791 4.284
84 H 1.314 1.193 -3.931
85 H -7.339 -2.089 0.957
86 H -2.286 -2.165 4.384
87 H -3.261 2.193 3.011
88 H 3.199 4.996 1.309
89 H -7.015 -3.052 3.303
90 H 2.374 -2.223 3.611
91 H 5.229 6.703 -3.603
92 H 5.417 5.573 -1.380
93 H -4.790 -1.787 -5.705
94 H -4.002 -7.307 -7.554
95 H -3.983 4.845 6.695
96 H -0.358 1.982 7.894
97 H 1.353 -2.704 -1.215
98 H 3.596 -1.379 6.071
99 H -2.236 3.495 2.398
100 H -3.505 -1.146 -6.757
101 H 6.264 -1.595 6.540
102 H -4.031 -0.490 1.685
103 H 3.739 3.317 1.005
104 H 0.979 0.889 -5.669
105 H 3.668 6.477 -4.434
106 H -4.722 -4.447 -5.162
107 H 0.073 1.409 6.253
108 H -2.133 3.739 8.339
109 H -3.648 5.193 3.666
110 H -0.852 -3.102 -2.058
111 H 1.552 3.947 -0.771
112 H 7.799 -2.794 3.378
113 H -2.877 -0.473 4.724
114 H -1.892 -1.783 -4.802
115 H 7.944 -0.394 2.507
116 H -6.742 0.908 1.371
117 H 8.328 0.128 4.089
118 H 4.943 4.611 0.907
119 H -4.748 -6.879 -5.989
120 H -3.099 -7.287 -5.937
121 H 2.449 -0.449 3.489

Results
- energy relative to the best compared isomer or geometry (same formula, charge and spin) (kJ/mol) = 182.8
- net charge = +5
- largest force on an atom (eV/Å) = 3.4
- calculated total energy (eV) = -133386.928
- E_HOMO (eV) = -19.0

No. 4
ORCA calculation (the ωB97M-V functional and the def2-TZVPD basis) on a 10-piece molecular cluster, C36H66Br2N8OS overall in a non-equilibrium geometry.

Geometry (Å):
1 Br 4.321 0.034 0.796
2 Br 2.028 -1.419 4.513
3 S -0.025 1.130 -0.719
4 O 0.767 1.878 0.310
5 N 2.648 0.852 -3.218
6 N 1.362 -3.591 0.639
7 N 1.430 4.000 -6.525
8 N -1.885 -1.706 2.434
9 N 1.173 5.610 -0.594
10 N -1.234 0.038 6.522
11 N -0.946 -2.252 -3.693
12 N -5.105 2.379 0.371
13 C 3.139 -0.327 3.329
14 C -0.130 1.909 -6.438
15 C -1.038 0.369 5.443
16 C -6.672 1.588 4.097
17 C -0.318 -4.827 3.699
18 C -0.151 2.163 3.934
19 C -0.451 1.535 -4.993
20 C 1.167 -4.628 -5.713
21 C -4.842 2.214 1.475
22 C 1.307 -3.543 -3.409
23 C 3.278 -1.045 2.023
24 C -1.113 2.651 -4.173
25 C -0.313 5.384 1.540
26 C 0.750 3.080 -6.503
27 C -2.428 4.978 0.123
28 C 3.064 1.648 -2.506
29 C -1.611 -5.172 2.943
30 C 0.051 -2.817 -3.585
31 C 2.266 -4.271 0.442
32 C -5.449 2.479 3.876
33 C 3.369 -5.205 0.243
34 C 0.632 -0.527 -0.833
35 C 3.563 2.700 -1.620
36 C 1.358 -4.831 -4.223
37 C 0.515 5.514 0.344
38 C -1.576 4.532 1.288
39 C 3.423 4.320 -3.589
40 C -1.914 -2.815 2.153
41 C -0.894 3.269 4.684
42 C 4.228 3.841 -2.407
43 C -4.455 1.948 2.865
44 C 1.948 -6.761 -1.136
45 C 3.244 -5.952 -1.076
46 C -1.940 -4.230 1.784
47 C -1.623 0.797 -0.011
48 C -0.796 0.790 4.075
49 H 0.165 -1.047 -1.665
50 H -2.079 0.012 -0.626
51 H 2.300 -5.355 -4.044
52 H -2.110 4.522 2.248
53 H 3.203 3.551 -4.332
54 H -0.190 -5.545 4.506
55 H 5.237 3.522 -2.680
56 H -5.747 3.498 3.614
57 H -0.732 3.205 5.760
58 H 2.338 -1.355 1.580
59 H -0.606 6.382 1.868
60 H -1.109 0.659 -5.016
61 H -3.107 4.155 -0.114
62 H -3.467 2.374 3.039
63 H 1.709 -0.440 -0.953
64 H 0.892 2.148 4.258
65 H -0.146 2.422 2.873
66 H -7.315 1.991 4.875
67 H 2.137 -2.874 -3.644
68 H 4.355 4.660 -1.695
69 H 0.238 -4.116 -5.977
70 H -1.588 -6.192 2.549
71 H 0.520 -4.816 3.007
72 H -6.345 0.589 4.398
73 H 4.082 -0.121 3.821
74 H 4.250 2.204 -0.934
75 H -2.115 2.869 -4.538
76 H -2.967 -4.430 1.460
77 H 3.813 -1.979 2.206
78 H -1.595 0.490 1.036
79 H -1.968 3.267 4.492
80 H -1.058 2.179 -6.947
81 H -2.997 5.884 0.324
82 H -2.286 1.656 -0.120
83 H 0.430 1.165 -4.464
84 H -4.960 2.589 4.849
85 H 4.103 -6.617 -1.174
86 H -0.245 0.031 3.524
87 H 1.988 -4.040 -6.134
88 H 2.573 0.594 3.214
89 H 0.363 1.079 -6.940
90 H 2.706 3.070 -1.052
91 H 1.368 -3.779 -2.342
92 H 3.905 5.170 -4.072
93 H 1.126 -5.562 -6.276
94 H -1.274 3.481 1.227
95 H -7.253 1.464 3.180
96 H 0.286 4.909 2.316
97 H -1.839 5.129 -0.784
98 H 0.605 -5.524 -3.834
99 H -0.423 -3.836 4.142
100 H 1.836 -7.469 -0.309
101 H -4.379 0.858 2.947
102 H -1.115 2.307 -3.140
103 H 4.306 -4.664 0.388
104 H 1.092 -6.084 -1.110
105 H 3.339 -5.938 1.056
106 H 0.484 -1.046 0.119
107 H -1.280 -4.370 0.929
108 H -2.447 -5.194 3.650
109 H 3.248 -5.267 -1.922
110 H -0.466 4.213 4.343
111 H 1.906 -7.388 -2.027
112 H -0.487 3.546 -4.181
113 H -1.760 0.814 3.557
114 H 2.430 4.677 -3.290

Results
- largest force on an atom (eV/Å) = 1.1
- calculated total energy (eV) = -203289.707
- E_HOMO (eV) = -8.7

> What is the E_HOMO in the fourth record?

-8.7 eV